1.
Density functional theory data (ωB97M-V/def2-TZVPD) for a structure of composition C51H39AlAsClN2O2PS2.

Positions of all 100 atoms, in Å:
Al: -0.4583 0.1859 0.4285
Cl: -0.7069 -2.0600 -0.4858
C: -0.4761 -2.1952 -2.2024
C: -0.0496 -3.3823 -2.7757
C: 0.0428 -3.4662 -4.1574
C: -0.2865 -2.3813 -4.9555
C: -0.6570 -1.1845 -4.3728
C: -0.7340 -1.0762 -2.9874
P: -1.1749 0.4529 -2.1030
C: -2.9482 0.4509 -2.5270
C: -3.4568 0.9286 -3.7308
C: -4.8084 0.7981 -3.9975
C: -5.6534 0.2106 -3.0691
C: -5.1413 -0.2960 -1.8866
C: -3.7893 -0.1951 -1.6253
C: -0.3346 1.7400 -3.0803
C: -0.8293 3.1672 -3.1102
C: 0.2947 4.1755 -3.4630
C: 1.4411 3.6697 -4.2671
C: 1.7006 2.3624 -4.3115
C: 0.8617 1.4198 -3.6097
H: 0.2084 -4.2245 -2.1549
H: 0.3692 -4.3881 -4.6118
H: -0.2434 -2.4660 -6.0301
H: -0.8803 -0.3234 -4.9856
H: -2.8048 1.3875 -4.4610
H: -5.2073 1.1490 -4.9372
H: -6.7100 0.1389 -3.2702
H: -5.7854 -0.7713 -1.1644
H: -3.3801 -0.6079 -0.7146
H: -1.7399 3.2382 -3.7133
H: -0.1234 5.0738 -3.9208
H: 2.0475 4.3876 -4.7977
H: 2.5410 1.9674 -4.8618
H: 1.2260 0.4045 -3.5323
O: 1.4843 -2.0089 1.2818
S: 2.3249 -0.8793 0.9585
O: 2.9025 -0.1632 2.0510
N: 1.3966 0.1484 0.0578
C: 1.9917 1.3234 -0.3563
C: 3.3540 1.5303 -0.5587
C: 3.7859 2.7291 -1.0958
C: 2.8825 3.6979 -1.5185
C: 1.5236 3.5129 -1.3419
C: 0.4964 4.4293 -1.9350
C: -0.9346 3.8772 -1.7222
C: -1.1248 2.9739 -0.5796
N: -0.1875 2.1913 -0.1838
C: 1.0997 2.3643 -0.6654
C: 3.5869 -1.6139 -0.0517
C: 4.7385 -1.9929 0.6111
C: 5.6310 -2.8422 -0.0182
C: 5.3543 -3.3037 -1.2964
C: 4.2139 -2.8836 -1.9658
C: 3.3148 -2.0373 -1.3382
H: 4.0634 0.7638 -0.2909
H: 4.8448 2.8900 -1.2330
H: 3.2403 4.6004 -1.9853
H: 0.6591 5.4722 -1.6580
H: -1.6987 4.6520 -1.7618
H: -2.0960 2.8857 -0.1080
H: 4.8945 -1.6249 1.6136
H: 6.5219 -3.1597 0.5000
H: 6.0284 -3.9994 -1.7719
H: 4.0123 -3.2346 -2.9663
H: 2.4065 -1.7165 -1.8280
S: -2.5577 0.7156 1.1755
C: -2.0983 1.4826 2.7123
C: -2.7401 2.6491 3.0975
C: -2.4650 3.2068 4.3332
C: -1.5563 2.6043 5.1883
C: -0.9165 1.4368 4.8024
C: -1.1812 0.8606 3.5663
As: -0.2899 -0.6903 2.8299
C: -1.7534 -1.9842 2.9614
C: -1.6314 -3.2097 2.3093
C: -2.7254 -4.0514 2.1876
C: -3.9519 -3.6755 2.7126
C: -4.0683 -2.4801 3.4024
C: -2.9747 -1.6414 3.5337
C: 0.9385 -1.1871 4.2358
C: 1.9096 -0.2836 4.6479
C: 2.8251 -0.6445 5.6197
C: 2.7714 -1.9051 6.1927
C: 1.7976 -2.8028 5.7908
C: 0.8844 -2.4490 4.8108
H: -3.4545 3.0995 2.4250
H: -2.9655 4.1181 4.6231
H: -1.3443 3.0430 6.1519
H: -0.2182 0.9521 5.4770
H: -0.6668 -3.4862 1.8921
H: -2.6300 -4.9898 1.6598
H: -4.8150 -4.3123 2.5840
H: -5.0194 -2.1831 3.8188
H: -3.0781 -0.6995 4.0616
H: 1.9669 0.6944 4.1832
H: 3.5844 0.0573 5.9302
H: 3.4864 -2.1820 6.9538
H: 1.7541 -3.7834 6.2408
H: 0.1220 -3.1539 4.4942

Its charge is +1. Its total energy is -6302.83466 Ha. The calculation puts the relative energy (zero: lowest compared OMol25 entry of this formula, charge and spin) at 63.33 kcal/mol. The LUMO energy is -3.0 eV.

2.
Density functional theory data (ωB97M-V/def2-TZVPD) for a structure of composition C51H41BrIN2O5S7V.

Positions of all 109 atoms, in Å:
V: 0.0324 0.2101 -0.0808
C: -0.9917 0.1876 8.2923
C: -0.6812 0.1719 6.8165
C: 0.6195 0.3642 6.3538
C: 0.9095 0.3339 4.9965
C: -0.1185 0.0953 4.1053
C: -1.4273 -0.0680 4.5274
C: -1.6996 -0.0297 5.8855
S: 0.3240 -0.0164 2.3754
O: 1.5293 0.8583 2.1764
C: 0.8773 -1.7318 2.4123
C: -0.2106 -2.6341 2.5540
C: 0.0076 -3.9669 2.6036
C: 1.3150 -4.4802 2.4035
C: 1.5530 -5.8782 2.3967
C: 2.7980 -6.3728 2.1430
C: 3.8581 -5.4857 1.8507
C: 3.6566 -4.1335 1.8560
C: 2.3844 -3.5854 2.1690
C: 2.1576 -2.1603 2.2451
C: 3.3661 -1.2707 2.1649
C: 4.3156 -1.3805 3.2364
C: 4.0077 -2.0734 4.4417
C: 4.9150 -2.1555 5.4568
C: 6.1961 -1.5662 5.3248
C: 6.5139 -0.8812 4.1903
C: 5.5780 -0.7541 3.1311
C: 5.8791 -0.0162 1.9647
C: 4.9397 0.1617 1.0015
C: 3.6590 -0.4352 1.1115
S: 2.4678 -0.0925 -0.2431
O: 2.8967 -0.9465 -1.3812
C: 3.0234 1.5772 -0.6446
C: 3.2342 1.8074 -1.9870
C: 3.5430 3.0924 -2.4209
C: 3.6177 4.1503 -1.5285
C: 3.9146 5.5550 -1.9938
C: 3.3854 3.8967 -0.1709
C: 3.0906 2.6236 0.2781
H: -0.0821 0.2916 8.8846
H: -1.4919 -0.7348 8.5940
H: -1.6561 1.0177 8.5445
H: 1.4208 0.5405 7.0639
H: 1.9194 0.4926 4.6292
H: -2.2218 -0.2085 3.8001
H: -2.7225 -0.1508 6.2295
H: -1.2190 -2.2332 2.6222
H: -0.8141 -4.6609 2.7436
H: 0.7151 -6.5446 2.5800
H: 2.9725 -7.4433 2.1398
H: 4.8382 -5.8810 1.6075
H: 4.4728 -3.4695 1.6011
H: 3.0311 -2.5264 4.5581
H: 4.6519 -2.6725 6.3726
H: 6.9157 -1.6525 6.1307
H: 7.4894 -0.4165 4.0806
H: 6.8659 0.4214 1.8551
H: 5.1740 0.7490 0.1272
H: 3.1448 0.9830 -2.6857
H: 3.6946 3.2719 -3.4798
H: 3.8986 5.6268 -3.0824
H: 4.8982 5.8811 -1.6468
H: 3.1797 6.2562 -1.5908
H: 3.4161 4.7193 0.5377
H: 2.9088 2.4423 1.3302
S: -5.2514 -0.3778 -5.0237
C: -4.0496 -0.2630 -3.8918
S: -4.3332 -0.1215 -2.1995
C: -2.6727 -0.0803 -1.6529
C: -1.7488 -0.1457 -2.6317
S: -0.0178 -0.1676 -2.3792
S: -2.3725 -0.2680 -4.2614
S: -2.3255 0.0690 0.0471
C: -2.9669 4.1532 -0.1647
C: -2.4349 4.5695 1.2077
C: -0.9189 4.3316 1.4707
C: -0.5917 4.7442 2.9096
C: 0.8626 4.4670 3.3009
C: -0.1458 5.1991 0.5188
O: 0.0879 6.3827 0.7096
N: 0.2181 4.5659 -0.6227
C: 0.1872 3.1799 -0.8925
O: 0.4988 2.8744 -2.0184
N: -0.1239 2.2831 0.1446
C: -0.6581 2.8310 1.2875
O: -1.0207 2.1489 2.2448
H: -4.0532 4.2679 -0.1867
H: -2.7497 3.1031 -0.3793
H: -2.5515 4.7652 -0.9682
H: -2.9638 4.0105 1.9821
H: -2.6160 5.6355 1.3693
H: -1.2631 4.1998 3.5701
H: -0.7983 5.8109 2.9986
H: 1.1210 3.4161 3.1370
H: 1.0279 4.6883 4.3582
H: 1.5471 5.0905 2.7162
H: 0.6377 5.1117 -1.3555
Br: 1.8480 -5.6440 -1.2122
C: 0.0823 -5.7600 -0.5170
C: -0.4085 -7.0290 -0.2259
C: -1.6872 -7.1666 0.2963
C: -2.4669 -6.0381 0.5237
C: -1.9662 -4.7807 0.2196
C: -0.6830 -4.6237 -0.2986
I: -0.1249 -2.6511 -0.9609
H: 0.2110 -7.8990 -0.4176
H: -2.0763 -8.1548 0.5128
H: -3.4696 -6.1375 0.9263
H: -2.5804 -3.8970 0.3705

Its charge is -1. Its total energy is -9056.98928 Ha. The spin multiplicity is 4. The calculation puts the relative energy (zero: lowest compared OMol25 entry of this formula, charge and spin) at 46.84 kcal/mol. The LUMO energy (spin up / spin down) is 1.8 / 1.8 eV.